1.
Molecular formula: C27H36Cl2F4N5O4PSV
Method: DFT, ωB97M-V/def2-TZVPD

Structure (XYZ):
```
81
Properties=species:S:1:pos:R:3:forces:R:3
V 0.6106 1.0647 0.1531 -1.94 1.34 2.77
C -0.5078 3.9692 0.0014 -0.36 0.19 0.18
N 0.7263 3.2451 -0.3062 0.17 0.05 -0.15
C 1.1430 3.6592 -1.6395 0.26 0.15 -0.43
C 1.7877 3.5161 0.6697 0.34 0.20 0.36
C 1.4205 2.8604 2.0223 0.51 0.82 0.24
N 0.4299 1.8572 1.7277 0.39 1.48 3.12
C -0.6030 1.6662 2.5770 -1.80 -0.24 1.46
C -1.8899 1.4670 2.0373 0.33 0.21 -0.12
F -1.9976 1.5149 0.6795 -0.05 0.04 0.60
C -3.0072 1.3100 2.8326 -0.01 -0.10 0.12
F -4.2123 1.1644 2.2699 0.15 0.01 -0.05
C -2.8945 1.3058 4.2132 0.35 0.10 -0.24
C -1.6388 1.4853 4.7725 -0.17 -0.01 -0.13
F -1.5101 1.4614 6.1007 0.10 0.05 -0.10
C -0.5166 1.6743 3.9818 0.24 -0.15 -0.31
F 0.6953 1.8173 4.5531 -0.30 -0.04 -0.05
H -0.3785 5.0473 -0.1577 0.07 -0.09 -0.01
H -0.8052 3.8117 1.0355 -0.03 0.00 -0.07
H -1.3029 3.6071 -0.6536 0.04 0.10 0.09
H 1.2841 4.7489 -1.6719 -0.06 -0.14 -0.07
H 0.3731 3.3724 -2.3565 0.03 0.07 -0.04
H 2.0817 3.1837 -1.9146 -0.06 0.01 0.04
H 1.9535 4.5971 0.7944 0.01 -0.15 -0.07
H 2.7052 3.0588 0.2840 -0.12 0.17 -0.05
H 1.0354 3.6096 2.7281 -0.02 -0.19 -0.16
H 2.3165 2.4119 2.4716 -0.22 0.18 -0.04
H -3.7627 1.1879 4.8363 -0.14 -0.06 0.11
Cl -0.9650 -0.1498 -3.6233 -0.02 0.03 -0.27
C 0.7261 0.1282 -3.6892 0.24 0.32 1.21
C 1.4118 0.0542 -4.9050 0.60 0.13 -0.22
C 2.7577 0.3202 -4.9767 -0.50 -0.11 0.18
Cl 3.5390 0.2481 -6.5095 0.12 -0.02 -0.07
C 3.4902 0.6831 -3.8167 -0.23 0.08 0.29
C 4.8597 1.0249 -3.7927 0.13 0.01 0.21
C 5.4324 1.4367 -2.6164 -0.10 -0.09 -0.31
C 4.6341 1.5226 -1.4662 -0.08 -0.06 -0.03
N 3.3674 1.1927 -1.4422 0.04 -0.01 0.38
C 2.7881 0.7660 -2.5838 -0.28 -0.08 -0.38
C 1.3832 0.4744 -2.5123 1.36 -0.45 -3.30
O 0.8089 0.6056 -1.3657 0.21 -2.08 -5.66
H 0.8575 -0.1810 -5.7967 -0.05 -0.09 -0.15
H 5.4465 0.9639 -4.6979 -0.02 0.00 -0.05
H 6.4744 1.7057 -2.5607 0.11 0.04 -0.05
H 5.0548 1.8880 -0.5378 0.08 -0.01 0.09
C -2.9626 -5.6155 -1.8519 0.07 0.03 0.26
C -2.4732 -5.0256 -0.5299 -0.20 -0.20 -0.22
N -2.0694 -3.6417 -0.6532 0.10 -0.24 0.00
C -2.8588 -2.5589 -0.5488 0.40 0.13 0.11
S -2.1610 -1.0417 -0.6882 0.07 0.39 -0.23
N -4.1585 -2.7189 -0.2868 -0.05 -0.56 0.01
C -5.0734 -1.6217 -0.0669 -0.36 0.43 -0.15
C -5.7481 -1.1539 -1.3512 0.12 -0.06 0.20
H -3.2252 -6.6615 -1.7162 -0.05 -0.10 -0.05
H -2.1818 -5.5470 -2.6054 0.04 -0.02 -0.08
H -3.8360 -5.0799 -2.2181 -0.08 0.02 -0.07
H -1.6073 -5.5863 -0.1709 -0.13 0.03 0.06
H -3.2563 -5.0984 0.2309 0.16 -0.06 0.05
H -1.1215 -3.4526 -0.9433 -0.18 0.12 0.05
H -4.5742 -3.6294 -0.4080 0.10 -0.02 0.05
H -4.5019 -0.7961 0.3592 -0.10 -0.15 0.08
H -5.8243 -1.9467 0.6564 0.08 -0.01 0.02
H -4.9999 -0.8076 -2.0611 0.02 0.03 -0.04
H -6.4179 -0.3317 -1.1158 -0.11 0.11 -0.07
H -6.3287 -1.9532 -1.8081 -0.06 -0.05 -0.04
C 3.5340 -1.7664 0.3306 0.44 0.02 -0.23
O 2.2670 -1.9901 0.9382 -0.84 0.60 0.13
P 1.3932 -0.7087 1.4507 1.13 -2.15 1.60
O 2.4118 0.0385 2.4336 0.03 -0.03 -0.26
C 3.0052 -0.6302 3.5549 0.16 -0.01 0.26
O 0.4882 -1.4602 2.5298 0.42 0.38 -0.25
C -0.8434 -1.9232 2.3557 -0.62 -0.07 -0.01
H 4.1875 -2.5875 0.6340 -0.09 0.11 -0.05
H 3.9667 -0.8172 0.6625 0.01 -0.13 -0.08
H 3.4447 -1.7619 -0.7589 -0.02 0.02 0.09
H 3.5433 0.1330 4.1153 -0.05 -0.08 -0.04
H 3.6985 -1.4026 3.2274 0.03 -0.02 -0.08
H 2.2376 -1.0814 4.1795 0.00 0.07 0.01
H -0.8369 -2.9713 2.0494 0.04 0.07 0.01
H -1.3751 -1.3309 1.6042 0.10 -0.18 0.19
H -1.3448 -1.8302 3.3214 0.09 -0.03 -0.08
```
Forces are in eV/Å.

- Net charge: +1
- Gap between HOMO and LUMO (spin up / spin down): 7.23 / 7.59 eV
- LUMO level (spin up / spin down): -3.1 / -2.8 eV
- Spin multiplicity: 3
- ΔE to the lowest compared entry with this formula, charge and spin: 46.58 kcal per mole

***

2.
Molecular formula: C36H81ClIN4O21P4S7
Method: DFT, ωB97M-V/def2-TZVPD

Structure (XYZ):
```
155
Properties=species:S:1:pos:R:3:forces:R:3
C 4.2255 1.4535 5.9156 -0.47 0.05 -0.57
C 3.7405 0.0414 5.2542 2.19 0.88 0.85
O 3.0801 0.4014 4.0011 -1.38 -2.43 0.36
C 1.9183 -0.4145 3.7390 -0.72 1.64 1.61
N 1.8213 -0.5708 2.2109 -0.53 0.67 0.97
I 1.6080 1.5301 1.8449 0.02 1.04 -1.05
C 0.4892 -1.1363 1.8002 -3.83 -0.60 -1.19
C -0.1047 -2.2918 2.7353 1.18 -0.02 1.58
C 0.3745 -1.4247 0.1933 1.02 0.66 0.00
C -1.0988 -1.7902 -0.2675 -2.00 1.05 0.52
C -1.9675 -0.4187 -0.5167 -0.94 -0.35 0.08
C -2.6875 -0.4516 -1.9824 -0.41 -0.58 1.48
O -3.4068 0.7671 -2.2567 1.71 -0.58 -0.27
C -2.5089 1.8745 -2.5252 -0.24 0.62 0.21
C 1.5970 -2.3287 -0.3648 -0.82 -0.66 -0.92
C 1.3373 -2.7164 -1.8890 -1.20 0.35 -1.10
P 1.6503 -4.0880 0.4587 1.18 -1.02 0.85
O 2.6022 -5.1337 -0.5585 -2.24 0.95 0.56
Cl -0.2609 -4.9967 0.3530 0.83 0.64 -0.59
C 2.9606 -1.5785 0.0146 0.85 -0.97 -0.19
C 4.3225 -2.3999 -0.3145 0.89 0.81 -0.20
C 4.7668 -2.5356 -1.8361 1.30 -1.79 0.07
C 6.3462 -2.9728 -1.8090 -1.26 0.33 0.77
S 7.0608 -3.1474 -3.5242 -0.41 0.57 0.01
C 6.3301 -1.8877 -4.6579 -1.53 1.23 -0.58
S 5.3235 -2.3999 -5.9179 2.03 0.98 2.01
N 6.6047 -0.4485 -4.4340 0.77 2.10 1.74
C 7.0857 0.1716 -3.1881 0.59 3.54 0.39
C 7.2259 1.7011 -3.3560 -1.88 -5.86 -2.67
N 6.7885 1.9396 -4.7376 -0.42 -4.39 0.21
C 6.4338 0.6928 -5.3277 0.88 1.47 2.42
P 3.2855 0.1157 -0.8762 -0.48 0.19 0.90
P 2.3374 0.3853 -2.7886 0.77 4.64 -5.13
O 2.8923 1.7334 -3.3360 -1.11 -3.77 2.47
O 0.6246 0.6632 -2.7005 2.47 -2.44 -0.65
O 2.7540 -0.7647 -4.0043 -2.25 1.04 2.09
C 3.0493 -1.1643 1.6134 1.18 0.20 -1.36
P 3.9640 -2.4749 2.6850 4.19 0.41 0.09
N 5.5510 -2.1032 2.7568 -2.36 0.55 -0.63
H 5.3531 1.6148 5.7442 -1.83 -0.37 0.55
H 3.6884 2.3079 5.3553 0.78 -1.40 0.84
H 3.9183 1.5509 7.0148 0.73 -0.31 -1.59
H 4.6957 -0.5474 4.9614 -1.67 0.67 0.58
H 3.0948 -0.5710 5.9692 0.64 0.93 -1.13
H 1.0066 0.2352 4.0469 1.14 -1.38 -0.67
H 1.8403 -1.3672 4.3342 0.56 0.79 -1.06
H -0.2675 -0.2660 1.9377 1.35 -1.49 -0.18
H -0.7876 -3.0521 2.2569 0.95 1.16 0.18
H -0.6890 -1.8015 3.6014 0.89 -0.78 -1.37
H 0.7629 -2.8832 3.2303 -1.45 0.72 -0.88
H 0.5646 -0.3721 -0.2672 -0.16 -1.72 0.53
H -1.7392 -2.3548 0.5156 1.52 0.68 -1.19
H -1.2277 -2.3791 -1.2319 0.85 0.57 1.30
H -1.3656 0.5328 -0.3348 -0.56 -1.29 -0.49
H -2.8512 -0.3823 0.2330 1.49 -0.04 -1.18
H -3.4834 -1.2899 -1.9040 1.24 1.41 -0.28
H -1.9425 -0.7664 -2.7956 -0.82 0.72 0.82
H -3.1469 2.7367 -2.9254 0.92 -1.38 0.44
H -2.0422 2.2521 -1.5408 -0.39 -0.62 -1.58
H -1.7147 1.5699 -3.2982 -1.07 0.58 1.17
H 0.7005 -3.6851 -1.9471 1.05 1.61 0.17
H 0.6661 -1.9242 -2.4066 1.17 -1.16 0.90
H 2.2248 -2.8847 -2.5654 -0.80 0.30 1.17
H 2.0616 -5.9330 -0.7941 0.67 0.94 0.19
H 4.3709 -3.4615 0.0968 -0.26 1.42 -0.27
H 5.1654 -1.7816 0.1915 -1.35 -1.19 -0.64
H 4.2422 -3.4707 -2.2754 0.66 1.90 0.34
H 4.7272 -1.6232 -2.5018 -0.50 -1.11 0.90
H 6.3836 -4.0193 -1.3417 0.25 1.39 -0.90
H 6.9583 -2.2797 -1.1388 -0.78 -0.81 -1.02
H 7.3259 -0.3444 -2.1907 -0.44 0.36 -2.18
H 7.5501 2.4991 -2.6006 -0.61 -1.47 -1.55
H 6.0286 0.4366 -6.3571 0.73 0.95 1.54
H 4.7049 0.1538 -1.2141 -1.12 -0.47 -0.21
H 0.2171 0.1117 -3.4205 0.12 0.74 0.97
H 1.9688 -0.8369 -4.5943 0.88 -0.09 0.10
H 3.8269 -0.2990 1.6134 -1.11 -1.64 0.39
H 3.8974 -3.8018 2.1578 -0.88 0.62 0.33
H 3.5728 -2.5549 4.0487 -0.92 -0.16 -0.58
H 5.7371 -1.2373 2.2299 0.16 -0.50 0.47
O -5.3468 -1.4619 2.7684 -0.01 0.05 -0.66
S -5.9859 -2.1486 1.6744 -1.10 -0.43 0.05
O -5.6485 -1.8731 0.3017 0.29 0.16 0.68
O -7.5876 -2.0439 1.8485 1.16 -0.65 0.06
C -8.1751 -0.7509 2.0002 -0.49 1.11 -0.13
C -8.2736 -0.0236 0.6731 0.25 -0.02 -0.27
C -5.8512 -3.8941 1.9453 -0.14 -0.03 0.02
H -7.6246 -0.1586 2.7371 0.10 -0.20 -0.03
H -9.1802 -0.9062 2.3989 0.21 -0.34 0.02
H -7.2824 0.2316 0.2909 -0.07 0.03 0.05
H -8.8425 0.9025 0.7812 -0.01 -0.11 0.06
H -8.7573 -0.6532 -0.0782 -0.07 0.08 0.13
H -6.1552 -4.1167 2.9674 0.00 0.07 -0.09
H -4.8096 -4.1778 1.7928 -0.05 0.15 -0.02
H -6.4874 -4.4119 1.2279 0.03 0.11 0.04
O -9.6740 -3.8119 -1.3967 -0.39 0.58 0.04
S -10.4488 -2.9018 -2.2002 -0.43 -0.22 -0.62
O -10.6350 -1.5243 -1.8264 0.26 -0.66 0.21
O -11.8956 -3.5606 -2.4975 0.99 0.27 -0.33
C -12.6830 -4.0025 -1.3923 -0.66 -0.12 0.84
C -13.3580 -2.8409 -0.6877 0.15 0.28 0.11
C -9.8385 -2.9533 -3.8622 -0.12 -0.07 -0.06
H -12.0783 -4.5909 -0.6960 0.12 0.09 -0.15
H -13.4479 -4.6694 -1.7968 0.26 0.07 -0.26
H -12.6237 -2.2034 -0.1902 -0.06 -0.06 -0.02
H -14.0587 -3.2029 0.0681 0.04 -0.05 -0.10
H -13.8975 -2.2151 -1.4029 -0.01 -0.13 0.05
H -9.7448 -3.9937 -4.1712 -0.04 0.08 0.07
H -8.8624 -2.4678 -3.8758 -0.10 0.00 0.15
H -10.5312 -2.4156 -4.5088 0.03 -0.03 0.10
O 7.0123 -5.9156 6.2075 0.49 0.34 -0.30
S 8.2890 -6.0505 5.5545 0.30 -0.41 -0.37
O 9.3580 -5.1134 5.7744 -0.76 -0.22 0.06
O 8.0509 -6.2039 3.9610 0.15 -0.46 0.83
C 7.2764 -5.2109 3.2923 -0.27 0.89 -0.49
C 8.0766 -3.9462 3.0500 0.35 0.16 0.06
C 8.9064 -7.6854 5.8433 -0.04 -0.05 -0.16
H 6.3575 -4.9976 3.8472 0.12 -0.09 0.13
H 6.9800 -5.6369 2.3302 0.13 -0.29 0.19
H 8.3091 -3.4426 3.9908 -0.06 -0.02 -0.08
H 7.5164 -3.2505 2.4246 0.00 -0.18 0.11
H 9.0282 -4.1768 2.5634 -0.09 -0.11 0.03
H 8.1166 -8.4039 5.6272 0.05 0.10 0.00
H 9.1991 -7.7526 6.8912 -0.06 0.16 -0.07
H 9.7719 -7.8534 5.2031 -0.08 0.07 0.04
O -0.6391 6.3040 0.4792 0.42 0.30 -0.46
S 0.4715 7.2108 0.3428 0.80 0.07 0.65
O 0.5417 8.1775 -0.7185 0.18 -0.53 0.58
O 1.8492 6.3626 0.3629 -0.66 0.52 0.56
C 1.9966 5.2868 -0.5630 0.20 -0.58 -0.88
C 2.3272 5.7894 -1.9552 -0.15 0.15 -0.22
C 0.7092 8.0549 1.8818 0.13 -0.09 0.03
H 1.1014 4.6565 -0.5715 -0.08 0.17 0.07
H 2.8225 4.6685 -0.2010 -0.05 0.23 0.25
H 1.4840 6.3335 -2.3863 0.05 -0.07 0.04
H 2.5671 4.9557 -2.6194 0.01 -0.01 0.12
H 3.1754 6.4778 -1.9266 -0.03 -0.13 0.05
H 0.7124 7.3231 2.6886 -0.01 0.04 -0.10
H -0.1175 8.7538 2.0117 0.01 -0.10 -0.14
H 1.6533 8.5974 1.8439 -0.08 -0.06 -0.06
O -5.6860 8.9706 -1.7724 0.43 -0.25 -0.49
S -4.9528 9.2286 -2.9844 0.39 0.55 -0.13
O -4.6873 8.1929 -3.9478 -0.26 0.22 0.65
O -3.5602 9.9623 -2.6114 -1.02 0.11 -0.38
C -2.6980 9.3418 -1.6579 0.74 -0.65 0.48
C -1.9254 8.1894 -2.2689 -0.22 -0.49 -0.09
C -5.7032 10.5966 -3.8231 0.11 0.11 0.03
H -3.2624 9.0178 -0.7781 -0.14 0.06 -0.15
H -1.9937 10.1079 -1.3242 -0.25 0.16 -0.19
H -2.5927 7.3638 -2.5284 -0.03 0.10 0.00
H -1.1761 7.8126 -1.5673 -0.59 0.28 -0.50
H -1.4259 8.5027 -3.1894 0.02 0.06 0.13
H -5.8588 11.4050 -3.1099 0.04 -0.10 -0.03
H -6.6595 10.2600 -4.2241 0.11 -0.11 0.09
H -5.0496 10.9137 -4.6351 -0.03 -0.07 0.09
```
Forces are in eV/Å.

- Net charge: +1
- Gap between HOMO and LUMO: 5.32 eV
- LUMO level: -5.2 eV
- ΔE to the lowest compared entry with this formula, charge and spin: 194.67 kcal per mole